Computed, not measured: a molecular structure, C29H29N9Ru at a distorted geometry, with ωB97M-V with the def2-TZVPD basis set.

The multiplicity is 2. Its expectation value of S² is 1.138. The net charge is +3. As for the HOMO-LUMO gap (spin up / spin down): 7.97 / 4.02 eV. The highest occupied orbital energy (spin up / spin down) comes out at -16.5 / -16.5 eV. As for the electronic energy: -1709.194003 Eh.

Each line ends with the Löwdin spin population.
CARTESIAN COORDINATES (ANGSTROEM)
Ru (0.1222, -0.8894, -1.2918)  0.01
C (0.7459, -4.0645, -1.6544)  0.00
N (-0.5093, -3.3029, -1.6580)  0.00
C (-1.1464, -3.4013, -2.9742)  0.00
C (-2.0120, -2.2127, -3.2588)  0.00
C (-3.2215, -2.3467, -3.9250)  0.00
C (-3.9260, -1.2056, -4.2652)  0.00
C (-3.3897, 0.0334, -3.9447)  0.00
C (-2.1795, 0.0826, -3.2732)  0.00
N (-1.5130, -1.0183, -2.9261)  0.01
C (-1.4424, -3.7008, -0.5847)  0.00
C (-1.6511, -2.7114, 0.5422)  0.00
C (-2.5641, -2.9910, 1.5627)  0.00
C (-2.7247, -2.0860, 2.5969)  0.00
C (-1.9471, -0.9323, 2.6286)  0.00
C (-1.0613, -0.7255, 1.5917)  0.00
N (-0.9495, -1.5806, 0.5697)  0.00
C (1.7298, -3.5622, -0.6394)  0.00
C (2.6166, -4.4235, -0.0040)  0.00
C (3.5250, -3.9005, 0.9007)  0.00
C (3.4909, -2.5389, 1.1753)  0.00
C (2.5858, -1.7460, 0.4934)  0.00
N (1.7546, -2.2476, -0.4197)  -0.02
H (1.2232, -3.9465, -2.6345)  0.00
H (0.5670, -5.1365, -1.5074)  0.00
H (-1.7151, -4.3314, -3.0819)  0.00
H (-0.3693, -3.4004, -3.7461)  0.00
H (-3.5949, -3.3275, -4.1745)  0.00
H (-4.8733, -1.2795, -4.7758)  0.00
H (-3.8990, 0.9439, -4.2163)  0.00
H (-1.7168, 1.0344, -3.0323)  0.00
H (-1.1103, -4.6421, -0.1299)  0.00
H (-2.4303, -3.8958, -1.0154)  0.00
H (-3.1384, -3.9045, 1.5387)  0.00
H (-3.4406, -2.2729, 3.3807)  0.00
H (-2.0226, -0.2159, 3.4318)  0.00
H (-0.3783, 0.1224, 1.5652)  0.00
H (2.5893, -5.4806, -0.2207)  0.00
H (4.2397, -4.5456, 1.3898)  0.00
H (4.1590, -2.1041, 1.9000)  0.00
H (2.5184, -0.6776, 0.6804)  0.00
C (-1.4397, 2.3039, -0.3883)  0.00
C (0.0093, 2.3492, -0.7019)  0.00
N (0.6940, 1.3136, -1.1629)  0.00
C (1.9744, 1.7482, -1.3816)  0.00
C (2.0609, 3.0622, -1.0415)  0.00
N (0.8113, 3.4334, -0.6064)  0.01
C (0.4696, 4.7544, -0.1303)  0.01
N (1.2411, 5.1184, 1.0284)  0.16
N (1.9866, 6.2200, 1.0375)  -0.02
N (2.5252, 6.3794, 2.1430)  0.10
C (2.1789, 5.4018, 3.0149)  0.01
C (2.4804, 5.1396, 4.3482)  0.23
C (1.9884, 3.9698, 4.8967)  0.18
C (1.1903, 3.0937, 4.1504)  0.02
C (0.8719, 3.3410, 2.8280)  0.24
C (1.3439, 4.5204, 2.2670)  0.04
H (-1.7815, 1.2662, -0.4748)  0.00
H (-2.0085, 2.9131, -1.0915)  0.00
H (-1.6537, 2.6660, 0.6154)  0.00
H (2.7328, 1.0995, -1.7816)  0.00
H (2.8867, 3.7450, -1.0705)  0.00
H (-0.6032, 4.8012, 0.0953)  0.01
H (0.6999, 5.5040, -0.8991)  0.00
H (3.0474, 5.8529, 4.9279)  0.01
H (2.2104, 3.7203, 5.9225)  0.00
H (0.8277, 2.1911, 4.6175)  0.00
H (0.3145, 2.6235, 2.2437)  0.01

Forces on atoms 1 to 2 (eV/Å):
-0.82 -3.75 -0.30
0.44 -0.14 -0.07

=====

Computed, not measured: a molecular structure, C29H30AuCl5O5 at a distorted geometry, with ωB97M-V with the def2-TZVPD basis set.

The multiplicity is 3. Its expectation value of S² is 2.013. The net charge is -2. As for the HOMO-LUMO gap (spin up / spin down): 1.84 / 5.33 eV. The highest occupied orbital energy (spin up / spin down) comes out at 1.9 / -1.6 eV. As for the electronic energy: -3935.735648 Eh.

Each line ends with the Löwdin spin population.
CARTESIAN COORDINATES (ANGSTROEM)
C (0.2208, -0.2189, -7.6478)  0.06
C (-0.1587, -0.8102, -6.2724)  0.00
C (0.0731, 1.3089, -7.4959)  0.03
C (-1.0498, 1.4654, -6.4704)  0.01
H (-0.1653, 1.7725, -8.4564)  0.00
H (1.0336, 1.6998, -7.1464)  0.01
C (-1.3113, 0.0739, -5.8285)  0.00
H (0.7249, -0.7115, -5.6294)  0.00
H (-0.4263, -1.8683, -6.3407)  0.00
C (-1.4706, 0.3379, -4.3238)  0.00
H (-2.2488, -0.3606, -6.2192)  0.00
H (-1.9806, 1.7792, -6.9707)  0.00
C (-0.8072, 2.3925, -5.2386)  0.00
C (1.5274, -0.7415, -8.1770)  0.14
C (-0.6931, -0.7178, -8.7749)  0.22
O (-0.9652, -0.0919, -9.7782)  0.17
O (2.3803, -1.2960, -7.4977)  0.13
O (1.6370, -0.6119, -9.5052)  0.07
O (-1.1078, -1.9894, -8.5240)  0.06
C (-0.6340, -3.0872, -9.3218)  0.04
H (-0.2936, -3.8381, -8.6109)  0.00
H (0.1803, -2.7894, -9.9764)  0.00
H (-1.4783, -3.4570, -9.8945)  0.00
C (2.9448, -0.9146, -9.9518)  0.02
H (3.6844, -0.3789, -9.3544)  0.01
H (2.9800, -0.6002, -10.9884)  0.00
H (3.1388, -1.9861, -9.8671)  0.00
O (-1.4308, 1.7591, -4.0915)  0.00
H (-0.6536, -0.1049, -3.7138)  0.00
H (-2.4408, -0.0412, -3.9461)  0.00
C (-1.4729, 3.7470, -5.4492)  0.00
C (0.6708, 2.5898, -4.9154)  0.00
H (1.1518, 3.1742, -5.7039)  0.00
H (1.1771, 1.6262, -4.7933)  0.00
H (0.7521, 3.1312, -3.9674)  0.00
H (-1.3347, 4.3735, -4.5622)  0.00
H (-2.5477, 3.6239, -5.6371)  0.00
H (-1.0298, 4.2581, -6.3124)  0.00
Au (-0.0230, 0.2762, 0.5849)  0.38
C (-2.1032, -0.1958, 1.4017)  0.05
C (-2.3408, 0.1046, 0.0072)  0.08
C (-2.0478, -1.0799, -0.7470)  0.00
H (-2.8367, 0.9929, -0.3593)  0.00
C (-1.5358, -2.0636, 0.1354)  0.08
C (-1.5150, -1.5147, 1.4590)  -0.01
H (-1.2223, -2.0242, 2.3718)  0.00
H (-2.4426, 0.3898, 2.2476)  0.00
H (-2.3109, -1.2313, -1.7938)  0.00
H (-1.2753, -3.0894, -0.1210)  0.01
C (2.2546, 0.6511, 0.4469)  0.06
C (2.0731, -0.3883, 1.4450)  0.02
C (1.9250, -1.6289, 0.7293)  0.02
H (2.2243, -0.2558, 2.5083)  0.00
C (2.0369, -1.3718, -0.6599)  0.05
C (2.2047, 0.0278, -0.8454)  0.02
H (2.4222, 0.5363, -1.7900)  0.00
H (2.5981, 1.6607, 0.6652)  0.00
H (1.7857, -2.6061, 1.1984)  0.00
H (2.0729, -2.1281, -1.4444)  0.00
Cl (0.0292, 1.4204, 3.5689)  0.01
C (-0.1123, 2.6243, 2.3370)  0.02
C (-0.1997, 2.2698, 1.0013)  0.16
C (-0.4016, 3.2198, 0.0249)  0.02
Cl (-0.7014, 2.7349, -1.5920)  0.01
C (-0.3976, 4.5899, 0.3783)  0.01
Cl (-0.5156, 5.7857, -0.8310)  0.01
C (-0.2797, 4.9765, 1.7230)  -0.01
Cl (-0.3020, 6.6266, 2.1800)  0.00
C (-0.1527, 3.9748, 2.7109)  0.01
Cl (-0.0547, 4.4313, 4.3488)  0.01

Forces on atoms 1 to 2 (eV/Å):
-0.52 -0.56 -1.18
0.63 0.29 -0.40

=====

Computed, not measured: 7 unconnected molecules or ions with the total composition C29H30BF7O23 at a distorted geometry, with ωB97M-V with the def2-TZVPD basis set.

The multiplicity is 1. The net charge is 0. As for the HOMO-LUMO gap: 7.98 eV. The highest occupied orbital energy comes out at -10.4 eV. As for the electronic energy: -3577.321616 Eh. As for the SMILES: C[C@@H](F)CC1=CC(=O)C(CC=O)=C(B(O)O)C1=O.O=C1OC[C@@H](F)O1.O=C1OC[C@@H](F)O1.O=C1OC[C@@H](F)O1.O=C1OC[C@@H](F)O1.O=C1OC[C@@H](F)O1.O=C1OC[C@@H](F)O1.

Each line ends with the Löwdin charge.
CARTESIAN COORDINATES (ANGSTROEM)
C (4.1784, -3.7397, -0.4328)  -0.07
C (3.4426, -2.3272, 0.0777)  -0.27
F (2.0927, -2.7240, 0.5385)  -0.11
C (4.4221, -1.7037, 1.2329)  -0.10
C (3.7415, -0.5604, 2.1885)  -0.06
C (2.4478, -0.6812, 2.9306)  0.06
C (1.9574, 0.5937, 3.8965)  -0.16
O (0.6990, 1.0347, 3.9727)  -0.03
C (3.2029, 1.2987, 4.7632)  -0.04
C (3.0092, 1.7583, 6.3271)  -0.09
C (3.3519, 0.4161, 7.2566)  -0.10
O (4.5767, 0.1789, 7.7790)  -0.06
C (4.5103, 1.4322, 4.0026)  0.08
B (5.8877, 2.0675, 4.7198)  -0.36
O (5.8850, 3.3523, 5.4765)  0.04
O (7.2095, 1.3494, 4.6799)  0.04
C (4.5588, 0.8803, 2.4241)  -0.12
O (5.1635, 1.5645, 1.4458)  -0.02
H (5.1093, -3.5499, -1.1143)  0.10
H (4.4849, -4.3849, 0.5200)  0.09
H (3.3233, -4.3470, -0.9809)  0.09
H (3.3815, -1.5759, -0.8262)  0.15
H (4.8310, -2.5766, 1.9287)  0.14
H (5.3670, -1.2467, 0.6691)  0.15
H (1.8049, -1.6561, 2.8518)  0.12
H (1.8555, 1.9652, 6.4869)  0.13
H (3.6301, 2.6989, 6.6431)  0.12
H (2.4604, -0.3490, 7.3930)  0.14
H (4.9684, 3.7449, 5.2527)  0.11
H (7.9071, 2.0232, 4.9602)  0.12
C (-0.9078, -0.9293, 1.4417)  -0.07
C (-0.5185, 0.3529, 0.7889)  -0.32
O (-0.4972, 0.0309, -0.5832)  0.14
C (-1.4134, -0.9674, -0.7273)  -0.50
O (-1.8776, -1.3208, -1.7985)  0.14
O (-1.7550, -1.5199, 0.4766)  0.07
F (0.7280, 0.7233, 1.1588)  0.07
H (-0.0523, -1.5880, 1.6253)  0.12
H (-1.4379, -0.7717, 2.3848)  0.14
H (-1.2194, 1.1762, 0.9631)  0.18
C (-5.8496, -2.8121, 2.0374)  -0.08
C (-4.3658, -2.8873, 2.1566)  -0.33
O (-4.1555, -4.0476, 2.9288)  0.14
C (-5.2134, -4.8584, 2.6457)  -0.50
O (-5.2504, -6.0501, 2.9030)  0.14
O (-6.2260, -4.1745, 2.0305)  0.08
F (-3.8826, -1.8265, 2.8415)  0.08
H (-6.3183, -2.3104, 2.8907)  0.14
H (-6.1683, -2.3127, 1.1185)  0.13
H (-3.8428, -2.9826, 1.1990)  0.17
C (-7.3273, 0.8159, -0.8354)  -0.07
C (-8.6375, 1.4072, -0.4413)  -0.33
O (-9.0743, 0.5717, 0.6066)  0.15
C (-7.9332, 0.1048, 1.1868)  -0.50
O (-7.8905, -0.4227, 2.2858)  0.14
O (-6.8398, 0.3067, 0.3898)  0.06
F (-9.5292, 1.3218, -1.4538)  0.09
H (-7.4315, -0.0043, -1.5535)  0.15
H (-6.6429, 1.5607, -1.2504)  0.15
H (-8.5746, 2.4412, -0.0859)  0.18
C (4.3414, 3.8837, -0.4806)  -0.08
C (3.0435, 4.6166, -0.4814)  -0.33
O (2.7391, 4.7463, -1.8516)  0.14
C (3.3179, 3.6660, -2.4471)  -0.50
O (3.0502, 3.2798, -3.5727)  0.14
O (4.2305, 3.0626, -1.6258)  0.08
F (3.1886, 5.8548, 0.0417)  0.08
H (5.2038, 4.5492, -0.5934)  0.15
H (4.4786, 3.2817, 0.4217)  0.10
H (2.2300, 4.0893, 0.0283)  0.18
C (1.3621, -1.5413, -3.3637)  -0.08
C (0.6872, -1.8107, -4.6651)  -0.32
O (1.7558, -1.8848, -5.5813)  0.15
C (2.8166, -2.3334, -4.8532)  -0.50
O (3.8400, -2.7837, -5.3409)  0.15
O (2.5910, -2.2245, -3.5083)  0.06
F (-0.1070, -0.7758, -5.0199)  0.08
H (1.5562, -0.4760, -3.1997)  0.15
H (0.7954, -1.9296, -2.5131)  0.13
H (0.1159, -2.7448, -4.6895)  0.18
C (-2.1078, 1.1271, -7.1105)  -0.08
C (-3.4559, 0.5180, -6.9280)  -0.33
O (-4.2952, 1.6314, -6.7204)  0.14
C (-3.7046, 2.6525, -7.4024)  -0.50
O (-4.2642, 3.6978, -7.6893)  0.14
O (-2.4100, 2.3595, -7.7332)  0.08
F (-3.4902, -0.2538, -5.8186)  0.08
H (-1.5963, 1.3162, -6.1608)  0.14
H (-1.4580, 0.5169, -7.7436)  0.15
H (-3.8105, -0.0544, -7.7918)  0.18

Forces on atoms 1 to 2 (eV/Å):
-1.29 -0.01 0.66
1.85 -1.15 -0.56

=====

What is the formula in the third record? C29H30BF7O23

=====

Look up the multiplicity of the first one. 2

=====

The lowest electronic energy belongs to which entry? C29H30AuCl5O5